Here is a structure of composition C28H49Br2F3IN7O5S from the Open Molecules 2025 dataset. Energies are from ωB97M-V with the def2-TZVPD basis set.

Values from the calculation:
- 2S+1: 1
- LUMO: 0.06 eV
- Frontier orbital gap: 8.972 eV
- E: -217670.956 eV
- HOMO level: -8.9 eV

```
96
Properties=species:S:1:pos:R:3:lowdin_charge:R:1
C -4.224 -2.724 4.143 -0.106
C -3.529 -1.938 5.240 -0.234
C -2.106 -1.490 4.899 -0.213
N -1.362 -2.506 4.188 0.023
C -0.361 -2.062 3.245 -0.497
C 0.705 -1.216 3.900 -0.075
C 1.207 -1.684 5.239 -0.217
O 2.258 -1.255 5.693 0.054
N 0.236 -3.349 2.739 0.151
C 1.431 -3.568 2.649 -0.787
S 2.965 -3.849 2.534 0.751
O -1.131 -1.477 2.249 -0.117
C -0.913 -0.568 1.136 -0.366
C -2.267 0.183 1.228 -0.174
C -2.566 1.461 0.436 -0.183
C -4.044 1.610 0.122 -0.796
F -4.452 0.705 -0.818 0.000
Br -5.122 1.318 1.735 0.876
C -4.441 3.022 -0.369 -0.949
F -5.766 3.091 -0.599 0.027
F -4.118 3.934 0.574 0.023
Br -3.536 3.474 -2.009 0.914
C 0.160 0.544 1.278 -0.060
C 1.708 0.396 1.143 -0.361
C 2.378 1.299 2.206 -0.075
C 2.259 0.876 -0.215 -0.056
C -0.763 -1.508 -0.115 -0.578
I -2.416 -3.026 0.003 0.998
C -1.049 -0.954 -1.496 -0.225
O -0.152 0.124 -1.820 -0.062
C -0.116 0.393 -3.165 -0.488
C 1.207 0.140 -3.804 0.032
O -1.096 0.783 -3.769 0.123
N 0.461 -2.260 -0.004 -0.023
C 1.331 -2.435 -1.161 -0.204
C 0.980 -3.650 -2.023 -0.184
C 1.896 -3.809 -3.226 -0.172
C 3.368 -3.962 -2.845 -0.190
N 4.186 -2.814 -3.297 0.041
C 4.913 -2.146 -2.319 -0.553
N 4.867 -0.869 -2.260 0.124
N 5.709 -3.024 -1.519 0.098
H -3.660 -3.606 3.871 0.063
H -4.397 -2.110 3.264 0.062
H -5.199 -3.048 4.501 0.069
H -3.457 -2.573 6.124 0.102
H -4.115 -1.074 5.538 0.104
H -1.622 -1.245 5.852 0.111
H -2.134 -0.565 4.333 0.112
H -1.022 -3.256 4.767 0.124
H 1.593 -1.058 3.313 0.096
H 0.272 -0.236 4.078 0.133
H 0.614 -2.396 5.829 0.124
H -3.078 -0.528 1.132 0.042
H -2.284 0.478 2.273 0.102
H -2.334 2.326 1.050 0.126
H -2.023 1.588 -0.494 0.093
H -0.028 0.958 2.266 0.111
H -0.104 1.339 0.592 0.109
H 2.047 -0.617 1.308 0.098
H 2.445 2.323 1.856 0.079
H 1.889 1.266 3.172 0.059
H 3.392 0.945 2.380 0.087
H 1.503 1.370 -0.805 0.066
H 2.714 0.079 -0.788 0.042
H 3.051 1.601 -0.057 0.074
H -2.078 -0.625 -1.588 0.098
H -0.924 -1.761 -2.213 0.099
H 2.018 0.031 -3.095 0.060
H 1.112 -0.780 -4.378 0.090
H 1.400 0.936 -4.514 0.101
H 0.289 -3.182 0.359 0.043
H 1.427 -1.541 -1.762 0.087
H 2.329 -2.618 -0.765 0.104
H -0.068 -3.649 -2.311 0.089
H 1.114 -4.533 -1.394 0.121
H 1.754 -2.965 -3.900 0.095
H 1.600 -4.697 -3.777 0.111
H 3.764 -4.867 -3.293 0.110
H 3.474 -4.102 -1.774 0.094
H 3.594 -2.104 -3.706 0.093
H 5.488 -0.512 -1.543 0.042
H 5.268 -3.182 -0.621 0.073
H 6.585 -2.560 -1.323 0.078
C 0.352 7.659 -4.283 -0.013
C -0.270 6.306 -4.018 -0.554
O 0.262 5.270 -4.378 0.033
N -1.456 6.285 -3.354 0.004
C -2.233 7.398 -2.848 -0.079
H 1.284 7.503 -4.814 0.081
H -0.306 8.277 -4.894 0.083
H 0.558 8.183 -3.349 0.083
H -1.812 5.355 -3.212 0.062
H -2.360 7.319 -1.767 0.082
H -3.223 7.416 -3.307 0.083
H -1.736 8.336 -3.068 0.070
```


Here is a cluster of 4 separate species, C7H11O2 in total from the Open Molecules 2025 dataset. Energies are from ωB97M-V with the def2-TZVPD basis set.

Values from the calculation:
- 2S+1: 1
- LUMO: -8.32 eV
- Net charge: +1
- Frontier orbital gap: 2.964 eV
- E: -11518.617 eV
- HOMO level: -11.3 eV

```
20
Properties=species:S:1:pos:R:3:lowdin_charge:R:1
C -3.487 5.372 2.776 -0.006
C -3.745 5.824 1.689 -0.013
C -2.982 4.655 -2.024 -0.428
C -1.153 -4.559 -5.515 -0.052
C 4.060 -0.742 5.233 -0.098
C -0.064 -4.494 -4.597 0.324
C 5.300 -0.809 5.760 -0.105
O -2.552 3.617 -1.814 0.219
O -3.439 5.715 -1.956 0.198
H -3.402 4.971 3.733 -0.001
H -1.822 -5.294 -5.075 0.147
H -1.684 -3.568 -5.796 0.153
H -1.018 -5.157 -6.448 0.155
H 3.299 -1.393 5.517 0.009
H -3.772 6.207 0.640 0.032
H 3.908 0.056 4.438 0.069
H 0.453 -5.403 -4.232 0.138
H 0.090 -3.521 -4.094 0.135
H 6.096 -0.135 5.219 0.067
H 5.913 -1.342 6.547 0.059
```


Here is a structure of composition C46H44AsFeN10O4S2SeTe from the Open Molecules 2025 dataset. Energies are from ωB97M-V with the def2-TZVPD basis set.

Values from the calculation:
- 2S+1: 1
- LUMO (spin up / spin down): 1.76 / 1.76 eV
- Net charge: -1
- Frontier orbital gap (spin up / spin down): 6.771 / 6.769 eV
- E: -261045.506 eV
- HOMO level (spin up / spin down): -5.0 / -5.0 eV

```
110
Properties=species:S:1:pos:R:3:lowdin_charge:R:1
Fe 1.021 1.323 0.199 0.194
O -3.172 1.797 0.091 0.037
C -2.175 1.084 0.120 -0.589
O -0.982 1.438 -0.146 -0.236
C -2.398 -0.373 0.509 -0.176
C -3.445 -0.680 1.420 0.022
C -3.618 -1.971 1.809 0.000
C -2.765 -2.978 1.289 -0.155
C -2.853 -4.344 1.652 -0.039
C -1.966 -5.253 1.150 -0.074
C -0.961 -4.843 0.242 -0.086
C -0.872 -3.537 -0.145 -0.015
C -1.769 -2.573 0.378 -0.234
N -1.603 -1.275 0.007 0.129
H -4.058 0.129 1.789 0.085
H -4.387 -2.241 2.524 0.111
H -3.635 -4.654 2.335 0.107
H -2.022 -6.292 1.449 0.098
H -0.261 -5.575 -0.143 0.063
H -0.119 -3.191 -0.842 0.117
C 0.567 5.359 -0.082 -0.254
As 1.585 3.712 0.012 1.115
C 2.911 4.093 -1.388 -0.288
C 2.693 4.143 1.556 -0.273
H 1.235 6.192 0.139 0.034
H -0.243 5.327 0.643 0.002
H 0.136 5.480 -1.074 0.002
H 3.818 4.484 -0.930 0.023
H 2.515 4.829 -2.087 0.018
H 3.163 3.179 -1.925 -0.012
H 3.165 5.114 1.401 0.027
H 3.453 3.375 1.686 0.020
H 2.070 4.188 2.447 0.018
N -6.079 1.054 5.050 0.085
C -4.940 1.755 4.644 -0.328
C -4.010 2.198 5.582 -0.040
C -2.906 2.932 5.180 -0.074
C -2.725 3.230 3.838 -0.285
C -3.651 2.803 2.892 -0.050
C -4.750 2.069 3.296 -0.047
S -1.333 4.182 3.305 0.547
O -1.844 5.207 2.431 -0.317
O -0.643 4.603 4.509 -0.381
N -0.442 3.202 2.409 -0.124
C 0.333 2.297 2.984 -0.696
S 0.540 2.070 4.723 1.045
C 1.703 0.827 4.432 -0.408
C 1.877 0.664 3.112 -0.275
N 1.103 1.451 2.288 -0.051
H -5.995 0.577 5.933 0.078
H -6.508 0.487 4.338 0.078
H -4.156 1.964 6.631 0.104
H -2.178 3.286 5.897 0.100
H -3.502 3.040 1.846 0.101
H -5.475 1.735 2.561 0.113
H 2.216 0.333 5.238 0.055
H 2.587 -0.009 2.658 0.058
Te 0.233 0.596 -2.487 1.516
C 1.168 0.770 -4.411 -0.493
C 2.276 1.580 -4.637 -0.131
C 2.770 1.757 -5.922 -0.092
C 2.163 1.119 -6.995 -0.102
C 1.066 0.297 -6.776 -0.098
C 0.573 0.121 -5.489 -0.149
C -0.974 2.245 -3.041 -0.475
C -0.456 3.533 -3.055 -0.137
C -1.267 4.603 -3.402 -0.088
C -2.601 4.393 -3.723 -0.088
C -3.116 3.107 -3.713 -0.083
C -2.304 2.032 -3.376 -0.130
H 2.752 2.084 -3.804 0.077
H 3.629 2.396 -6.086 0.100
H 2.544 1.261 -7.999 0.096
H 0.589 -0.205 -7.609 0.097
H -0.287 -0.515 -5.323 0.088
H 0.583 3.700 -2.803 0.065
H -0.858 5.607 -3.414 0.101
H -3.239 5.233 -3.967 0.098
H -4.158 2.936 -3.953 0.101
H -2.715 1.031 -3.353 0.097
C 2.810 -1.798 -1.122 -0.027
C 1.915 -1.817 0.069 -0.369
N 0.958 -0.956 0.327 0.063
C 0.312 -1.420 1.459 -0.151
C 0.887 -2.566 1.883 -0.038
N 1.917 -2.814 0.990 -0.001
C 2.866 -3.887 1.075 -0.055
N 2.288 -5.160 0.692 -0.030
N 1.429 -5.794 1.514 0.072
N 0.943 -6.820 0.926 0.054
C 1.478 -6.880 -0.344 -0.259
C 1.265 -7.791 -1.384 -0.011
C 1.951 -7.579 -2.555 -0.086
C 2.844 -6.494 -2.701 -0.077
C 3.066 -5.593 -1.687 -0.010
C 2.348 -5.806 -0.504 -0.170
H 2.554 -0.939 -1.735 0.028
H 2.684 -2.706 -1.716 0.072
H 3.858 -1.703 -0.831 0.039
H -0.534 -0.898 1.873 0.125
H 0.679 -3.227 2.704 0.129
H 3.251 -3.962 2.090 0.145
H 3.694 -3.673 0.404 0.127
H 0.584 -8.622 -1.259 0.114
H 1.812 -8.257 -3.387 0.099
H 3.366 -6.370 -3.641 0.104
H 3.765 -4.775 -1.799 0.105
Se 5.298 -0.428 1.384 0.470
C 3.977 0.522 0.637 -0.927
N 3.120 1.108 0.108 0.016
```


Here is an isolated molecule of C3H4N2O from the Open Molecules 2025 dataset. Energies are from ωB97M-V with the def2-TZVPD basis set.

Values from the calculation:
- 2S+1: 1
- LUMO: 0.65 eV
- Frontier orbital gap: 10.914 eV
- E: -8203.278 eV
- HOMO level: -10.3 eV
- SMILES: N#CCC(N)=O

```
10
Properties=species:S:1:pos:R:3:lowdin_charge:R:1
N 1.538 0.833 -1.384 0.149
C 1.386 -0.004 -0.598 -0.216
C 0.686 -0.805 0.393 -0.054
C -0.799 -0.172 0.489 -0.506
N -0.982 0.887 -0.340 0.153
O -1.585 -0.676 1.265 0.048
H 1.177 -0.752 1.376 0.126
H 0.631 -1.862 0.094 0.126
H -1.869 1.375 -0.361 0.123
H -0.183 1.174 -0.934 0.051
```


Here is a cluster of 2 separate species, C5H6N in total from the Open Molecules 2025 dataset. Energies are from ωB97M-V with the def2-TZVPD basis set.

Values from the calculation:
- 2S+1: 1
- LUMO: -5.86 eV
- Net charge: +1
- Frontier orbital gap: 8.518 eV
- E: -6756.477 eV
- HOMO level: -14.4 eV

```
12
Properties=species:S:1:pos:R:3:lowdin_charge:R:1
C 1.341 -0.873 -1.045 0.106
C 2.375 -1.591 -1.191 -0.123
C -2.063 1.112 0.738 0.113
C -1.371 1.493 -0.396 0.034
C -1.379 -0.235 0.816 -0.093
N -0.506 0.586 0.025 0.121
H 2.933 -1.909 -2.199 0.138
H -2.380 1.986 1.424 0.186
H -1.341 2.290 -1.022 0.122
H -1.044 -0.672 1.780 0.141
H -1.707 -1.142 0.198 0.167
H 2.796 -2.048 -0.257 0.087
```


Here is an isolated molecule of C6H10N2 from the Open Molecules 2025 dataset. Energies are from ωB97M-V with the def2-TZVPD basis set.

Values from the calculation:
- 2S+1: 1
- LUMO: 0.75 eV
- Frontier orbital gap: 8.966 eV
- E: -9360.434 eV
- HOMO level: -8.2 eV
- SMILES: [H]/N=C(C)\C(N)=C\C=C

```
18
Properties=species:S:1:pos:R:3:lowdin_charge:R:1
H -1.743 0.841 -2.187 0.037
N -1.431 -0.125 -2.267 0.106
C -0.620 -0.510 -1.366 -0.352
C -0.419 -1.997 -1.294 -0.066
C -0.053 0.668 -0.371 -0.254
N -1.039 1.475 0.117 0.118
C 0.977 -0.071 0.077 -0.103
C 1.524 0.676 1.250 -0.188
C 0.953 0.830 2.450 -0.013
H -0.538 -2.365 -0.277 0.083
H -1.123 -2.504 -1.949 0.074
H 0.574 -2.248 -1.668 0.075
H -0.820 1.998 0.948 0.082
H -2.005 1.236 -0.051 0.104
H 1.737 -0.549 -0.521 0.112
H 2.595 0.829 1.178 0.088
H -0.106 0.713 2.616 0.051
H 1.536 1.104 3.314 0.046
```


Here is an isolated molecule of C8H6S4 from the Open Molecules 2025 dataset. Energies are from ωB97M-V with the def2-TZVPD basis set.

Values from the calculation:
- 2S+1: 1
- LUMO: -0.57 eV
- Frontier orbital gap: 7.261 eV
- E: -51728.513 eV
- HOMO level: -7.8 eV
- SMILES: C1#S#S#CSC2=C(C=CCC2)S1

```
18
Properties=species:S:1:pos:R:3:lowdin_charge:R:1
C -3.224 0.359 -4.193 -1.058
S -4.773 0.074 -4.368 0.603
S -5.494 -0.850 -2.327 0.566
C -3.976 -1.113 -1.805 -1.024
S -3.320 -1.199 -0.326 0.944
C -1.661 -0.713 -0.671 -0.525
C -1.199 -0.031 -1.688 -0.458
C 0.176 0.399 -1.681 -0.184
C 0.881 0.619 -0.598 -0.109
C 0.281 0.225 0.713 -0.186
C -0.775 -0.952 0.569 -0.184
S -1.824 0.425 -3.411 0.938
H 0.445 0.603 -2.758 0.085
H 1.899 1.046 -0.449 0.124
H 1.100 -0.071 1.394 0.105
H -0.009 1.226 1.207 0.142
H -1.275 -1.051 1.539 0.091
H -0.318 -1.984 0.605 0.131
```